Record 1
Here is one molecule with the formula C10H16N2S from the Open Molecules 2025 dataset. Energies are from ωB97M-V/def2-TZVPD.

Each line ends with the Mulliken charge.
Geometry (Å):
C1 -2.9253 -1.1292 0.2092  -0.198
C2 2.7514 -0.8691 -0.4576  -0.502
C3 3.3887 -0.9379 0.9209  -0.719
C4 -1.7549 2.3167 0.4331  -0.405
C5 -3.1639 1.7947 0.5907  -0.850
C6 1.9271 -1.3417 0.6866  -0.113
C7 -1.9722 0.9025 0.9980  -0.508
C8 -0.9916 -1.5157 -1.8165  -0.885
C9 0.8198 -0.5082 1.2846  -0.743
C10 -1.7398 -0.3542 0.2631  0.916
N1 -4.0405 -1.3892 0.1553  -0.583
N2 -1.2277 -0.2372 -1.2257  -0.400
S1 -0.6738 -1.5488 1.1027  -0.224
H1 2.5731 0.2355 -0.6825  0.191
H2 3.0685 -1.5136 -1.3672  0.254
H3 4.3003 -1.6437 1.0330  0.234
H4 3.4535 -0.0541 1.4298  0.291
H5 -1.3401 2.3445 -0.6107  0.198
H6 -1.4987 3.0667 1.1521  0.316
H7 -3.9572 2.1269 1.3153  0.262
H8 -3.5475 1.6549 -0.3244  0.319
H9 1.7878 -2.4181 0.7916  0.463
H10 -1.9922 0.7237 2.0997  0.522
H11 -0.4031 -2.1849 -1.2451  0.348
H12 -1.9662 -2.1172 -1.8791  0.304
H13 -0.6664 -1.4369 -2.8942  0.324
H14 0.6472 0.3512 0.6707  0.261
H15 1.0849 -0.0780 2.1987  0.615
H16 -1.9781 0.2709 -1.7266  0.312

Results
**Frontier orbital gap**: 9.83 eV
**SMILES string**: CN[C@@](C#N)(SCC1CC1)C1CC1
**2S+1**: 1
**Net charge**: 0
**E_tot**: -898.17219 Ha
**LUMO**: 0.84 eV
**HOMO**: -8.99 eV



Record 2
Here is a 3-piece molecular cluster, C4H12NO2S overall from the Open Molecules 2025 dataset. Energies are from ωB97M-V/def2-TZVPD.

Each line ends with the Mulliken charge.
Geometry (Å):
C1 1.4209 -0.1877 -0.9291  -0.548
O1 2.4368 0.4406 -0.4009  -0.775
C2 -0.0106 0.2743 -0.4644  0.814
C3 -0.8757 -0.7671 0.1977  -0.803
C4 -2.3121 -0.3624 0.5348  -1.009
S1 -2.4678 1.1988 1.5088  -0.761
N1 -0.7517 0.8202 -1.6191  -0.915
H1 1.3881 -1.4563 -0.5819  -1.249
H2 1.3674 -0.3453 -2.0301  0.342
H3 0.1702 1.0813 0.2490  0.113
H4 -0.3773 -1.1131 1.1089  0.242
H5 -0.8743 -1.6468 -0.4688  0.393
H6 -2.8449 -0.2171 -0.4052  0.307
H7 -2.8109 -1.1707 1.0810  0.350
H8 1.6897 -2.3978 -0.2609  0.893
H9 -0.1885 1.5448 -2.0526  0.271
H10 -1.5434 1.3399 -1.2291  0.301
H11 2.4288 0.7891 1.2105  0.480
H12 1.6254 1.2134 2.3895  0.306
O2 2.5301 0.9620 2.1618  -0.751

Results
**Frontier orbital gap (spin up / spin down)**: 5.17 / 6.02 eV
**2S+1**: 2
**Net charge**: -2
**E_tot**: -762.88854 Ha
**LUMO (spin up / spin down)**: 6.11 / 6.11 eV
**HOMO (spin up / spin down)**: 0.94 / 0.09 eV



Record 3
Here is C13H22BrO4SV as an isolated structure from the Open Molecules 2025 dataset. Energies are from ωB97M-V/def2-TZVPD.

Each line ends with the Mulliken charge.
Geometry (Å):
V1 -0.5263 -0.4231 0.1120  1.475
C1 0.9052 0.2004 2.9207  -0.851
O1 0.0032 0.5418 1.7870  -0.053
C2 -0.3084 1.9829 1.7350  -0.549
C3 -1.7452 2.0660 1.3067  -0.426
O2 -1.8378 1.1473 0.1745  -0.126
C4 -3.1707 0.7496 -0.2538  -0.604
C5 -3.4503 -0.5704 0.4014  -0.482
O3 -2.2063 -1.3711 0.2565  0.029
C6 -2.4884 -2.8202 0.4858  -0.708
H1 1.8846 0.6263 2.7198  0.330
H2 0.9413 -0.8775 2.9975  0.350
H3 0.4574 0.6303 3.8127  0.350
H4 0.3860 2.4567 1.0420  0.310
H5 -0.1801 2.4176 2.7248  0.489
H6 -2.0083 3.0703 0.9752  0.359
H7 -2.4285 1.7319 2.0884  0.428
H8 -3.1268 0.6784 -1.3389  0.288
H9 -3.9016 1.5075 0.0263  0.446
H10 -4.2555 -1.1081 -0.0961  0.530
H11 -3.6514 -0.5060 1.4706  0.395
H12 -3.2720 -3.1010 -0.2119  0.308
H13 -2.8073 -2.9279 1.5194  0.321
H14 -1.5751 -3.3638 0.2890  0.306
Br1 0.8470 -2.1559 0.5839  -0.249
C7 0.2186 0.2166 -4.0954  -1.091
S1 1.1624 -0.2335 -2.6618  0.253
O4 -0.0540 -0.1525 -1.5245  -0.681
C8 1.5763 -1.8945 -2.8127  0.783
C9 2.8691 -2.2044 -2.3704  -0.229
C10 3.3210 -3.5048 -2.5293  -0.677
C11 2.4900 -4.4581 -3.1016  -0.450
C12 1.1957 -4.1354 -3.5265  -0.801
C13 0.7231 -2.8477 -3.3922  -0.192
H15 -0.6219 -0.4595 -4.2305  0.370
H16 0.9250 0.1472 -4.9264  0.465
H17 -0.1011 1.2499 -3.9709  0.463
H18 3.5170 -1.4445 -1.9507  0.452
H19 4.3229 -3.7671 -2.2179  0.450
H20 2.8543 -5.4695 -3.2298  0.465
H21 0.5688 -4.8893 -3.9832  0.456
H22 -0.2688 -2.6022 -3.7461  0.300

Results
**Frontier orbital gap (spin up / spin down)**: 6.11 / 6.88 eV
**2S+1**: 2
**Net charge**: +3
**E_tot**: -4724.66336 Ha
**LUMO (spin up / spin down)**: -12.71 / -11.94 eV
**HOMO (spin up / spin down)**: -18.82 / -18.82 eV



Record 4
Here is C36H84AsCaN14SSi2 as an isolated structure from the Open Molecules 2025 dataset. Energies are from ωB97M-V/def2-TZVPD.

Each line ends with the Mulliken charge.
Geometry (Å):
Ca1 0.2671 -0.0699 0.8896  2.925
C1 1.2752 2.6770 -0.6347  -0.826
N1 1.9273 3.3243 0.4866  1.178
C2 2.7429 4.4825 0.1761  -1.196
C3 1.7428 2.8690 1.7466  -1.403
N2 0.7990 2.0035 1.9761  0.656
C4 0.7033 1.3454 3.2644  0.071
C5 -0.7673 1.2028 3.6131  -1.777
N3 -1.4796 0.2652 2.7069  1.870
C6 -1.4364 -1.0893 3.3013  -1.467
C7 -1.6485 -2.2261 2.3118  -0.134
N4 -0.5610 -2.2706 1.3324  -0.213
C8 -0.1909 -3.4284 0.8548  -0.771
N5 -0.2985 -4.6231 1.5189  0.680
C9 -0.6630 -5.8576 0.8513  -1.246
C10 -0.0342 -4.7388 2.9385  -1.075
N6 0.3281 -3.4882 -0.4015  0.703
C11 1.3729 -4.4282 -0.7754  -1.095
C12 0.1721 -2.3614 -1.2957  -0.916
C13 -2.8524 0.8102 2.5535  -1.101
C14 -3.9074 -0.0613 1.9068  -1.411
N7 -3.6133 -0.3626 0.5175  0.127
C15 -4.6238 -0.6369 -0.2310  0.171
N8 -4.5247 -0.5604 -1.6061  0.080
C16 -3.3285 0.0394 -2.1531  -0.585
C17 -5.0112 -1.6754 -2.4008  -1.143
N9 -5.8864 -0.9565 0.2501  0.459
C18 -6.0420 -2.0052 1.2355  -1.109
C19 -7.0968 -0.5079 -0.4030  -1.167
N10 2.5857 3.3750 2.7275  0.919
C20 2.0599 4.0867 3.8692  -1.040
C21 4.0243 3.3848 2.5566  -1.297
H1 1.8486 1.8157 -0.9866  0.056
H2 1.1741 3.3872 -1.4528  0.439
H3 0.2569 2.3984 -0.3608  -0.259
H4 3.7274 4.1998 -0.2049  0.321
H5 2.8701 5.1057 1.0562  0.389
H6 2.2352 5.0733 -0.5864  0.343
H7 1.2396 1.8327 4.0794  0.941
H8 1.1825 0.3474 3.2221  -0.876
H9 -1.2211 2.1869 3.4958  0.281
H10 -0.9116 0.8912 4.6555  0.476
H11 -2.1475 -1.1591 4.1375  0.458
H12 -0.4360 -1.2177 3.7305  0.405
H13 -2.5681 -2.0729 1.7526  -0.435
H14 -1.7725 -3.1513 2.8766  0.464
H15 -0.9865 -5.6516 -0.1653  0.332
H16 -1.4929 -6.3251 1.3870  0.387
H17 0.1654 -6.5712 0.8215  0.347
H18 0.3227 -3.7905 3.3288  0.245
H19 0.7439 -5.4882 3.1047  0.357
H20 -0.9263 -5.0447 3.4930  0.324
H21 1.7447 -4.9503 0.1021  0.443
H22 2.2038 -3.8777 -1.2154  0.056
H23 1.0150 -5.1599 -1.5036  0.289
H24 -0.7960 -1.8892 -1.1337  0.308
H25 0.2094 -2.7130 -2.3258  0.398
H26 0.9862 -1.6310 -1.1823  -0.192
H27 -2.7483 1.7372 1.9846  -0.219
H28 -3.2295 1.0629 3.5573  0.538
H29 -4.8542 0.4881 1.9894  0.750
H30 -4.0508 -0.9608 2.5158  0.208
H31 -3.0523 0.9119 -1.5680  0.110
H32 -3.5224 0.3331 -3.1873  0.357
H33 -2.4786 -0.6509 -2.1512  0.077
H34 -5.8504 -2.1641 -1.9172  0.413
H35 -4.2201 -2.4214 -2.5510  0.239
H36 -5.3346 -1.3192 -3.3797  0.329
H37 -5.0873 -2.5007 1.4046  0.274
H38 -6.7472 -2.7567 0.8663  0.362
H39 -6.4165 -1.6310 2.1935  0.298
H40 -6.8656 0.3043 -1.0873  0.344
H41 -7.7993 -0.1387 0.3482  0.354
H42 -7.6003 -1.3053 -0.9623  0.349
H43 2.3160 5.1520 3.8218  0.273
H44 2.4624 3.6873 4.8056  0.329
H45 0.9754 4.0043 3.8978  0.287
H46 4.2958 2.7381 1.7230  0.290
H47 4.4957 2.9810 3.4564  0.410
H48 4.4268 4.3904 2.3911  0.369
C22 6.0717 -0.3605 -1.2015  -1.285
Si1 4.4598 -1.2743 -0.9032  0.481
C23 4.9169 -3.0717 -0.5440  -0.860
C24 3.4986 -1.2528 -2.5303  -0.959
As1 3.1993 -0.1763 0.7044  -0.081
Si2 4.0633 -1.1954 2.6071  0.115
C25 3.5151 -0.2784 4.1706  -0.964
C26 5.9422 -1.1831 2.6488  -1.069
C27 3.4511 -2.9661 2.8307  -0.346
H49 6.6978 -0.9012 -1.9164  0.345
H50 6.6376 -0.2357 -0.2781  0.290
H51 5.8748 0.6343 -1.6057  0.300
H52 5.1835 -3.5683 -1.4824  0.467
H53 4.1092 -3.6342 -0.0798  -0.097
H54 5.7850 -3.1445 0.1109  0.316
H55 4.1891 -1.2800 -3.3770  0.655
H56 2.8809 -0.3565 -2.6233  -0.078
H57 2.8426 -2.1229 -2.6163  0.298
H58 4.2828 -0.3937 4.9397  0.498
H59 2.5893 -0.6885 4.5809  0.300
H60 3.3669 0.7881 4.0009  -0.015
H61 6.3106 -0.1551 2.6492  0.270
H62 6.4050 -1.7004 1.8109  0.267
H63 6.2871 -1.6623 3.5692  0.365
H64 3.6303 -3.5789 1.9460  0.155
H65 2.3717 -2.9378 3.0031  -0.448
H66 3.9173 -3.4541 3.6908  0.520
C28 0.9244 -1.1530 -5.1390  -1.108
N11 -0.1241 -0.2406 -5.5500  0.309
C29 -0.9365 -0.7218 -6.6592  -1.211
C30 -0.5261 0.7782 -4.7559  -0.635
S1 -0.1104 0.8919 -3.1270  0.310
N12 -1.2787 1.7298 -5.3725  0.242
C31 -0.9462 2.1852 -6.7194  -1.299
C32 -2.0123 2.7004 -4.5828  -0.975
H67 1.4640 -1.4837 -6.0271  0.429
H68 0.5061 -2.0329 -4.6416  0.290
H69 1.6106 -0.6579 -4.4601  0.321
H70 -1.1067 -1.7921 -6.5249  0.422
H71 -0.4437 -0.5735 -7.6223  0.321
H72 -1.8986 -0.2169 -6.6692  0.353
H73 -0.0826 1.6469 -7.0983  0.435
H74 -0.6936 3.2467 -6.6794  0.427
H75 -1.7814 2.0541 -7.4098  0.317
H76 -2.5615 2.1990 -3.7917  0.004
H77 -2.7224 3.2003 -5.2405  0.479
H78 -1.3479 3.4439 -4.1323  0.382
C33 -1.7459 5.0093 2.3909  -0.890
C34 -1.8316 4.7071 0.9359  0.259
N13 -1.9037 3.5081 0.4111  0.075
C35 -1.9750 3.7002 -0.9487  -0.271
C36 -1.9472 5.0277 -1.2451  -0.757
N14 -1.8544 5.6630 -0.0279  -0.096
H79 -1.0240 4.3362 2.8514  -0.188
H80 -2.7095 4.8600 2.8793  0.265
H81 -1.4277 6.0355 2.5723  0.437
H82 -1.9947 2.8720 -1.6346  0.291
H83 -1.9809 5.5663 -2.1743  0.514
H84 -1.8330 6.6562 0.1272  0.206

Results
**Frontier orbital gap**: 6.87 eV
**2S+1**: 1
**Net charge**: +1
**E_tot**: -6079.19662 Ha
**LUMO**: -1.43 eV
**HOMO**: -8.31 eV



Record 5
Here is an isolated ion of composition C2H4O3PS and charge -1 from the Open Molecules 2025 dataset. Energies are from ωB97M-V/def2-TZVPD.

Each line ends with the Mulliken charge.
Geometry (Å):
C1 2.0387 0.1174 0.0280  0.591
C2 0.9239 0.1476 -0.8175  -0.542
O1 1.8849 -0.4921 1.2690  -0.485
O2 3.1258 0.6227 -0.2358  -0.704
O3 -1.9733 1.5474 -0.0606  -0.583
P1 -2.0503 0.0977 0.0947  0.441
S1 -0.3711 -0.9890 -0.6019  -0.364
H1 1.0362 0.5140 -1.8203  0.388
H2 -2.4439 -0.2593 1.3980  0.007
H3 -3.1566 -0.4592 -0.5623  -0.003
H4 0.9858 -0.8472 1.3087  0.252

Results
**Frontier orbital gap**: 6.66 eV
**SMILES string**: O=[PH2]S/C=C(/[O-])O
**2S+1**: 1
**Net charge**: -1
**E_tot**: -1043.93492 Ha
**LUMO**: 3.31 eV
**HOMO**: -3.35 eV



Record 6
Here is C35H33Cl2MnN4OPS2 as an isolated structure from the Open Molecules 2025 dataset. Energies are from ωB97M-V/def2-TZVPD.

Each line ends with the Mulliken charge.
Geometry (Å):
Mn1 -0.3445 0.3008 0.0761  0.918
Cl1 -1.7017 -0.9640 -1.6858  -0.262
C1 -0.4406 -2.1000 -2.1108  1.178
C2 -0.3914 -2.5725 -3.4065  -0.850
C3 0.5937 -3.4888 -3.7407  -0.451
C4 1.4956 -3.9129 -2.7781  -0.814
C5 1.4200 -3.4134 -1.4877  0.253
Cl2 2.5563 -3.9919 -0.3221  -0.155
C6 0.4483 -2.4772 -1.1093  -0.387
S1 0.3239 -1.8721 0.5320  -0.166
H1 -1.1111 -2.2293 -4.1365  0.462
H2 0.6525 -3.8764 -4.7483  0.406
H3 2.2640 -4.6356 -3.0142  0.471
C7 -5.1530 4.5001 -1.4120  -1.234
C8 -4.3475 3.3449 -0.9095  0.877
C9 -4.9326 2.2669 -0.2470  -0.913
C10 -4.1008 1.2393 0.1454  -0.380
N1 -2.7908 1.2563 -0.0935  -0.250
C11 -2.3168 2.3368 -0.7271  0.540
S2 -0.5942 2.3385 -0.9963  -0.609
N2 -3.0323 3.3786 -1.1363  -0.585
H4 -6.1064 4.5789 -0.8924  0.371
H5 -5.3544 4.3668 -2.4767  0.269
H6 -4.5901 5.4247 -1.3007  0.364
H7 -5.9950 2.2363 -0.0519  0.389
H8 -4.4855 0.3676 0.6641  0.543
C12 -2.4277 2.5143 5.9713  -1.066
N3 -1.7181 2.4469 4.6988  0.085
N4 -1.4990 1.2238 4.0964  0.568
C13 -1.2707 1.4188 2.7593  0.872
O1 -1.0114 0.4500 1.9927  -0.469
C14 -1.4053 2.8118 2.5269  -0.632
C15 -1.7043 3.3922 3.7329  0.203
C16 -2.0255 4.8124 4.0359  -1.878
C17 -1.1083 0.0835 4.8585  -0.085
C18 -1.5085 -1.1741 4.4324  -0.183
C19 -1.1050 -2.2890 5.1528  -0.813
C20 -0.3377 -2.1410 6.2998  -0.493
C21 0.0489 -0.8759 6.7199  -0.983
C22 -0.3199 0.2420 5.9901  0.222
H9 -2.9971 1.5983 6.1102  0.333
H10 -3.1150 3.3555 5.9473  0.422
H11 -1.7406 2.6339 6.8063  0.318
H12 -1.2864 3.3152 1.5843  0.477
H13 -1.7945 5.4302 3.1717  0.418
H14 -1.4540 5.1757 4.8901  0.379
H15 -3.0869 4.9333 4.2625  0.384
H16 -2.1119 -1.2738 3.5413  0.448
H17 -1.4052 -3.2744 4.8230  0.452
H18 -0.0415 -3.0137 6.8669  0.424
H19 0.6532 -0.7592 7.6102  0.406
H20 0.0131 1.2294 6.2815  0.591
C23 2.4499 2.5672 -0.1342  -1.911
P1 1.9767 0.8973 0.4007  1.827
C24 3.1965 -0.1315 -0.4396  0.663
C25 4.3306 -0.6024 0.2206  -0.518
C26 5.2906 -1.3122 -0.4830  -0.717
C27 5.1267 -1.5508 -1.8408  -0.566
C28 3.9989 -1.0831 -2.4980  -0.634
C29 3.0310 -0.3790 -1.7995  -0.592
C30 2.3037 0.8274 2.1815  0.309
C31 2.6423 1.9785 2.8890  -0.623
C32 2.8960 1.9091 4.2529  -0.809
C33 2.8156 0.6936 4.9149  -0.621
C34 2.4720 -0.4553 4.2135  -0.727
C35 2.2126 -0.3923 2.8564  -0.348
H21 2.2871 2.6462 -1.2091  0.475
H22 3.5081 2.7202 0.0788  0.518
H23 1.8393 3.3255 0.3514  0.543
H24 4.4663 -0.4160 1.2776  0.408
H25 6.1701 -1.6784 0.0299  0.432
H26 5.8785 -2.1059 -2.3862  0.418
H27 3.8640 -1.2724 -3.5550  0.450
H28 2.1481 -0.0221 -2.3220  0.396
H29 2.7232 2.9339 2.3888  0.385
H30 3.1711 2.8065 4.7923  0.431
H31 3.0232 0.6406 5.9764  0.419
H32 2.4007 -1.4076 4.7232  0.482
H33 1.9620 -1.2945 2.3140  0.522

Results
**Frontier orbital gap (spin up / spin down)**: 6.18 / 8.24 eV
**2S+1**: 5
**Net charge**: +1
**E_tot**: -4856.80662 Ha
**LUMO (spin up / spin down)**: -4.21 / -2.30 eV
**HOMO (spin up / spin down)**: -10.40 / -10.55 eV



Record 7
Here is an isolated ion of composition C7H14NOS and charge +1 from the Open Molecules 2025 dataset. Energies are from ωB97M-V/def2-TZVPD.

Each line ends with the Mulliken charge.
Geometry (Å):
C1 0.4033 1.2458 0.1222  -0.015
C2 -0.9553 1.6267 0.4834  -0.805
C3 -2.0752 1.1481 -0.4667  -0.597
C4 -2.3173 -0.3559 -0.4522  -0.611
C5 -1.1503 -1.1482 -1.0382  -0.803
C6 0.0700 -1.2258 -0.1178  -0.636
C7 3.1097 -0.8179 1.1345  -0.877
N1 0.8694 -0.0342 -0.0914  0.046
O1 3.1130 1.1716 -0.5591  -0.524
S1 2.6632 -0.1876 -0.5261  0.581
H1 1.1951 1.9817 0.0265  0.575
H2 -1.1700 1.2002 1.4736  0.343
H3 -0.9997 2.7135 0.5631  0.378
H4 -2.9863 1.6575 -0.1537  0.330
H5 -1.8413 1.4745 -1.4803  0.346
H6 -2.5277 -0.6952 0.5641  0.331
H7 -3.2044 -0.5643 -1.0518  0.324
H8 -1.4724 -2.1736 -1.2206  0.359
H9 -0.8622 -0.7110 -1.9957  0.353
H10 -0.2640 -1.4632 0.8992  0.363
H11 0.7322 -2.0251 -0.4602  0.492
H12 2.5328 -1.7009 1.3834  0.355
H13 2.9736 -0.0349 1.8734  0.312
H14 4.1636 -1.0817 1.0905  0.381

Results
**Frontier orbital gap**: 9.66 eV
**2S+1**: 1
**Net charge**: +1
**E_tot**: -803.01660 Ha
**LUMO**: -4.67 eV
**HOMO**: -14.34 eV



Record 8
Here is one molecule with the formula C3H8N2O2 from the Open Molecules 2025 dataset. Energies are from ωB97M-V/def2-TZVPD.

Each line ends with the Mulliken charge.
Geometry (Å):
C1 -0.6972 1.3008 0.1757  -0.057
C2 0.1275 -1.5020 -1.3015  -1.013
C3 0.8616 -0.9116 -0.1468  0.808
N1 -0.2935 2.0856 1.2147  -0.894
O1 -1.9170 0.6128 0.2408  -0.577
O2 1.8473 -1.6940 0.3322  -0.471
N2 0.6059 0.2299 0.3360  -0.261
H1 -2.1515 0.5926 1.1812  0.306
H2 2.2815 -1.2624 1.0826  0.344
H3 -0.6147 1.6680 -0.8537  0.347
H4 -0.8254 2.9419 1.3388  0.155
H5 0.9053 0.9126 1.1726  0.409
H6 -0.8370 -1.0173 -1.4298  0.326
H7 -0.0133 -2.5689 -1.1319  0.326
H8 0.7207 -1.3880 -2.2109  0.252

Results
**Frontier orbital gap**: 8.00 eV
**2S+1**: 1
**Net charge**: 0
**E_tot**: -379.01588 Ha
**LUMO**: 0.50 eV
**HOMO**: -7.50 eV